(1)
Formula: C36H113N9O16
Source: the Open Molecules 2025 dataset
Level of theory: ωB97M-V/def2-TZVPD

CARTESIAN COORDINATES (ANGSTROEM)
C1 6.142 5.500 3.318
C2 5.787 4.109 2.663
C3 4.503 4.373 1.880
O1 4.265 3.172 1.085
C4 3.453 2.270 1.775
N1 6.844 3.674 1.742
H1 5.302 5.958 3.840
H2 6.452 6.134 2.487
H3 6.917 5.595 4.080
H4 5.717 3.298 3.388
H5 4.864 5.150 1.206
H6 3.581 4.575 2.424
H7 3.261 1.367 1.196
H8 2.583 2.761 2.212
H9 4.095 1.997 2.613
H10 7.289 4.406 1.207
H11 6.362 3.087 1.077
C5 4.859 -3.816 3.223
C6 5.224 -2.545 2.478
C7 6.578 -1.940 2.734
O2 6.655 -1.367 4.033
C8 6.096 0.037 4.157
N2 5.015 -2.738 1.038
H12 3.778 -3.870 3.355
H13 5.273 -3.694 4.224
H14 5.156 -4.797 2.851
H15 4.481 -1.837 2.844
H16 6.699 -1.175 1.967
H17 7.463 -2.575 2.719
H18 5.079 0.084 3.768
H19 6.772 0.682 3.595
H20 6.007 0.380 5.187
H21 4.288 -3.425 0.900
H22 5.785 -3.295 0.696
C9 1.745 2.529 -3.837
C10 3.193 2.005 -3.637
C11 3.452 1.323 -2.266
O3 4.679 0.725 -2.254
C12 4.999 0.124 -0.977
N3 3.443 1.065 -4.716
H23 1.000 1.734 -3.865
H24 1.562 3.059 -4.772
H25 1.425 3.179 -3.022
H26 3.893 2.841 -3.633
H27 2.677 0.569 -2.121
H28 3.314 1.962 -1.394
H29 5.025 0.861 -0.174
H30 5.944 -0.406 -0.851
H31 4.174 -0.583 -0.887
H32 4.364 0.694 -4.535
H33 2.874 0.264 -4.481
C13 -8.773 1.103 3.402
C14 -8.180 0.432 2.101
C15 -6.891 1.091 1.624
O4 -6.930 2.525 1.835
C16 -5.664 3.092 1.434
N4 -7.844 -0.938 2.364
H34 -9.022 2.164 3.381
H35 -8.103 0.900 4.237
H36 -9.723 0.628 3.647
H37 -8.993 0.573 1.389
H38 -6.745 0.784 0.588
H39 -6.032 0.683 2.155
H40 -4.854 2.592 1.966
H41 -5.537 4.174 1.480
H42 -5.459 2.806 0.402
H43 -6.946 -0.911 2.825
H44 -8.395 -1.232 3.158
C17 2.607 -2.483 -6.927
C18 3.976 -2.208 -6.283
C19 4.170 -2.894 -4.897
O5 3.277 -2.271 -4.003
C20 3.342 -2.693 -2.675
N5 4.919 -2.700 -7.268
H45 2.328 -3.537 -6.910
H46 2.455 -2.231 -7.976
H47 1.806 -1.885 -6.492
H48 4.147 -1.138 -6.162
H49 5.206 -2.703 -4.616
H50 4.114 -3.980 -4.827
H51 4.329 -2.364 -2.349
H52 3.188 -3.762 -2.529
H53 2.554 -2.150 -2.154
H54 4.704 -2.619 -8.252
H55 5.095 -3.694 -7.231
C21 1.587 -2.682 5.616
C22 0.240 -3.417 5.471
C23 -0.961 -2.599 6.076
O6 -2.135 -3.389 5.840
C24 -3.371 -2.997 6.463
N6 -0.084 -3.458 4.035
H56 1.604 -1.816 4.955
H57 2.405 -3.364 5.381
H58 1.740 -2.128 6.542
H59 0.026 -4.388 5.916
H60 -1.073 -1.664 5.528
H61 -0.750 -2.287 7.098
H62 -3.414 -3.101 7.547
H63 -4.236 -3.435 5.964
H64 -3.576 -1.938 6.308
H65 -0.405 -2.527 3.809
H66 0.803 -3.607 3.576
C25 -4.600 -1.120 -0.140
C26 -5.908 -1.720 -0.600
C27 -5.878 -1.979 -2.068
O7 -7.188 -1.987 -2.731
C28 -7.138 -2.529 -4.010
N7 -6.100 -2.940 0.199
H67 -3.683 -1.687 -0.295
H68 -4.377 -0.952 0.914
H69 -4.424 -0.201 -0.699
H70 -6.738 -1.019 -0.516
H71 -5.374 -2.911 -2.323
H72 -5.232 -1.210 -2.492
H73 -8.150 -2.496 -4.412
H74 -6.812 -3.569 -4.040
H75 -6.567 -2.061 -4.813
H76 -7.071 -3.215 0.216
H77 -5.805 -2.658 1.123
C29 -1.540 0.664 1.230
C30 -0.377 1.046 0.365
C31 0.568 -0.102 0.062
O8 1.291 -0.538 1.210
C32 1.626 -1.933 1.155
N8 -0.945 1.669 -0.810
H78 -2.241 -0.052 0.801
H79 -2.119 1.582 1.326
H80 -1.246 0.349 2.232
H81 0.149 1.887 0.815
H82 1.169 0.268 -0.769
H83 -0.029 -0.856 -0.449
H84 2.210 -1.949 2.076
H85 2.430 -2.097 0.437
H86 0.823 -2.670 1.139
H87 -1.740 2.189 -0.467
H88 -1.360 0.956 -1.393
C33 -0.921 -1.433 -4.128
C34 -1.643 -0.182 -3.756
C35 -2.400 0.475 -4.916
O9 -3.087 1.611 -4.477
C36 -3.887 2.242 -5.466
N9 -2.397 -0.411 -2.488
H89 -1.653 -2.146 -4.508
H90 -0.476 -1.852 -3.226
H91 -0.125 -1.298 -4.860
H92 -0.948 0.571 -3.386
H93 -3.072 -0.290 -5.303
H94 -1.656 0.664 -5.690
H95 -4.595 1.568 -5.950
H96 -3.292 2.597 -6.308
H97 -4.516 3.080 -5.166
H98 -3.049 -1.166 -2.644
H99 -3.117 0.290 -2.387
O10 -4.093 1.862 -1.900
H100 -5.043 1.815 -2.011
H101 -3.764 2.116 -2.762
O11 1.536 4.808 0.682
H102 2.476 4.627 0.670
H103 1.137 3.985 0.963
O12 -2.396 3.909 2.000
H104 -1.694 3.588 2.566
H105 -2.933 4.458 2.572
O13 -3.376 4.431 -0.791
H106 -3.005 4.264 0.076
H107 -4.047 3.757 -0.899
O14 -0.656 2.381 4.080
H108 -1.543 2.038 4.187
H109 -0.667 3.222 4.538
O15 3.119 -4.786 1.079
H110 3.213 -5.708 1.318
H111 2.251 -4.728 0.680
O16 -1.383 4.940 -2.581
H112 -1.872 4.371 -1.986
H113 -0.964 4.339 -3.197

Output
LUMO energy (alpha / beta)   1.5 / 1.5 eV
Total charge   -1
Highest occupied orbital energy (alpha / beta)   -0.1 / -6.6 eV
Spin multiplicity   2
⟨S²⟩   0.7504

Mulliken population analysis, charges in e, atoms 1 to 2: -1.4359 0.4600



(2)
Formula: C36H117FeN8O20
Source: the Open Molecules 2025 dataset
Level of theory: ωB97M-V/def2-TZVPD

CARTESIAN COORDINATES (ANGSTROEM)
Fe1 -3.212 1.162 -2.782
C1 -3.878 4.165 -1.456
O1 -3.714 2.997 -2.213
H1 -3.297 4.139 -0.535
H2 -3.555 5.070 -1.972
H3 -4.870 4.386 -1.062
C2 -1.385 -0.558 -7.005
O2 -2.616 -0.690 -6.296
H4 -1.184 0.396 -7.492
H5 -0.506 -0.594 -6.362
H6 -1.211 -1.193 -7.873
C3 -0.049 -0.749 -0.343
C4 -0.378 0.497 -1.218
O3 -1.745 0.739 -1.416
H7 -0.598 -0.818 0.596
H8 1.016 -0.719 -0.115
H9 -0.171 -1.711 -0.842
H10 0.159 0.402 -2.162
H11 0.108 1.428 -0.926
O4 -3.699 -3.580 -3.340
H12 -4.389 -3.508 -4.001
H13 -4.163 -3.799 -2.532
O5 1.001 -4.696 0.658
H14 1.461 -4.204 -0.023
H15 0.271 -4.130 0.911
O6 -3.058 -0.873 -3.574
H16 -2.860 -0.991 -4.503
H17 -3.097 -1.762 -3.222
O7 -1.936 1.447 -4.332
H18 -2.157 0.892 -5.080
H19 -1.128 1.889 -4.592
O8 2.765 2.448 -4.065
H20 2.831 3.074 -4.786
H21 2.939 2.966 -3.280
O9 -0.396 2.873 -6.062
H22 0.373 2.521 -6.510
H23 -0.845 3.393 -6.728
O10 -4.577 0.363 -1.536
H24 -4.582 0.484 -0.586
H25 -5.238 -0.310 -1.696
O11 2.402 -3.020 -1.196
H26 2.264 -2.999 -2.143
H27 3.068 -3.696 -1.066
O12 -4.497 1.209 -4.406
H28 -4.959 1.942 -4.813
H29 -4.801 0.438 -4.886
C5 -1.983 6.474 1.385
C6 -1.183 7.259 2.414
C7 0.256 7.524 1.900
O13 0.878 8.343 2.881
C8 2.294 8.197 3.067
N1 -1.863 8.498 2.675
H30 -2.215 6.980 0.448
H31 -2.972 6.343 1.825
H32 -1.537 5.511 1.136
H33 -1.062 6.812 3.401
H34 0.350 7.862 0.868
H35 0.801 6.581 1.874
H36 2.870 8.368 2.157
H37 2.634 7.249 3.483
H38 2.611 9.004 3.727
H39 -1.604 8.890 3.569
H40 -1.466 9.084 1.955
C9 0.325 -5.819 -3.279
C10 -0.216 -4.545 -3.869
C11 0.655 -3.539 -4.657
O14 1.400 -2.851 -3.586
C12 1.712 -1.518 -3.923
N2 -1.220 -5.047 -4.815
H41 0.545 -6.549 -4.058
H42 -0.370 -6.322 -2.607
H43 1.254 -5.541 -2.782
H44 -0.615 -4.044 -2.987
H45 -0.070 -2.803 -5.006
H46 1.248 -4.071 -5.401
H47 0.809 -0.925 -3.778
H48 2.171 -1.411 -4.906
H49 2.458 -1.137 -3.227
H50 -1.692 -4.276 -5.265
H51 -2.019 -5.441 -4.338
C13 5.732 -1.836 3.068
C14 5.944 -3.134 3.728
C15 4.819 -3.455 4.677
O15 4.808 -2.520 5.711
C16 3.663 -2.721 6.568
N3 6.095 -4.224 2.746
H52 5.024 -1.979 2.252
H53 6.606 -1.420 2.567
H54 5.470 -0.948 3.644
H55 6.763 -3.160 4.446
H56 4.830 -4.463 5.091
H57 3.893 -3.426 4.102
H58 3.665 -3.746 6.938
H59 2.723 -2.624 6.025
H60 3.685 -2.061 7.436
H61 6.510 -4.927 3.342
H62 6.845 -3.884 2.161
C17 -1.727 -1.791 6.348
C18 -0.341 -1.248 6.782
C19 0.552 -0.506 5.804
O16 0.818 -1.382 4.693
C20 1.532 -0.975 3.617
N4 -0.616 -0.481 7.973
H63 -2.483 -1.072 6.034
H64 -2.171 -2.501 7.046
H65 -1.521 -2.430 5.489
H66 0.301 -2.099 7.012
H67 1.465 -0.096 6.236
H68 0.029 0.352 5.383
H69 2.326 -0.317 3.972
H70 0.858 -0.517 2.894
H71 1.913 -1.906 3.197
H72 0.209 -0.153 8.454
H73 -0.924 -1.197 8.616
C21 4.745 -4.868 -2.563
C22 5.279 -4.343 -1.194
C23 5.524 -2.739 -1.287
O17 6.815 -2.331 -1.719
C24 7.191 -2.829 -2.945
N5 4.382 -4.681 -0.125
H74 3.799 -4.457 -2.915
H75 4.614 -5.947 -2.647
H76 5.396 -4.584 -3.390
H77 6.126 -4.992 -0.973
H78 5.306 -2.255 -0.335
H79 4.752 -2.280 -1.906
H80 7.482 -3.878 -2.897
H81 7.941 -2.180 -3.396
H82 6.345 -2.652 -3.608
H83 4.690 -4.340 0.775
H84 4.363 -5.658 0.128
C25 -0.555 6.795 -2.011
C26 -0.045 5.585 -2.769
C27 0.192 4.439 -1.720
O18 0.877 4.915 -0.616
C28 1.063 3.918 0.429
N6 -0.967 5.180 -3.753
H85 0.156 7.101 -1.244
H86 -1.442 6.672 -1.390
H87 -0.697 7.652 -2.669
H88 0.925 5.810 -3.213
H89 0.910 3.732 -2.137
H90 -0.676 3.887 -1.359
H91 0.144 3.630 0.939
H92 1.758 4.238 1.204
H93 1.627 3.122 -0.058
H94 -0.629 4.342 -4.204
H95 -1.852 5.096 -3.273
C29 -2.194 -5.122 -0.187
C30 -3.151 -4.074 0.383
C31 -2.500 -3.273 1.600
O19 -3.242 -2.113 2.101
C32 -2.367 -1.202 2.739
N7 -3.454 -3.066 -0.592
H96 -1.763 -5.720 0.616
H97 -1.356 -4.673 -0.719
H98 -2.621 -5.864 -0.862
H99 -4.067 -4.537 0.749
H100 -1.519 -2.967 1.236
H101 -2.206 -3.942 2.409
H102 -1.606 -1.731 3.313
H103 -2.969 -0.882 3.590
H104 -2.075 -0.286 2.226
H105 -2.586 -2.638 -0.881
H106 -3.971 -2.285 -0.214
C33 -6.294 1.986 2.314
C34 -5.279 1.709 1.228
C35 -3.971 2.368 1.665
O20 -3.397 2.029 2.973
C36 -2.051 2.491 3.110
N8 -5.165 0.270 1.164
H107 -5.955 1.843 3.340
H108 -7.223 1.440 2.151
H109 -6.389 3.071 2.364
H110 -5.606 2.129 0.277
H111 -3.908 3.456 1.656
H112 -3.266 2.154 0.861
H113 -1.511 1.789 2.476
H114 -1.709 2.204 4.104
H115 -1.796 3.507 2.807
H116 -4.683 -0.065 1.986
H117 -6.070 -0.125 1.380

Output
LUMO energy (alpha / beta)   0.0 / -0.6 eV
Total charge   0
Highest occupied orbital energy (alpha / beta)   -7.1 / -7.1 eV
Spin multiplicity   6
⟨S²⟩   8.7606

Mulliken population analysis, charges in e, atoms 1 to 2: 1.9870 -0.7256



Number 1: strongest force on any atom 0.0603 Eh/bohr. Number 2: strongest force on any atom 0.0771 Eh/bohr.